[1]
{
  "formula": "C14H16N2O3S",
  "method": "ωB97M-V with the def2-TZVPD basis set",
  "homo_energy_ha": -0.30806,
  "total_charge": 0,
  "homo_lumo_gap_ev": 8.0,
  "multiplicity": 1,
  "e_lumo_ev": -0.39,
  "total_energy_ha": -1276.38948,
  "smiles": "C=C1C(=O)N2[C@H]3C(=CC=C[C@@H]3O)C[C@@]2(SC)C(=O)N1C",
  "symbols": ["O", "O", "O", "S", "C", "C", "C", "C", "C", "C", "C", "C", "N", "N", "C", "C", "C", "C", "C", "C", "H", "H", "H", "H", "H", "H", "H", "H", "H", "H", "H", "H", "H", "H", "H", "H"],
  "xyz": [[1.107, -1.125, 1.840], [1.588, 1.395, -2.821], [-0.591, -0.131, 3.347], [-0.710, -1.193, -2.246], [1.070, -0.738, 0.644], [1.295, 0.604, -1.895], [3.449, -1.466, 0.369], [-3.293, 1.904, 1.855], [-2.859, 2.098, 0.383], [2.325, -0.832, -0.213], [-2.580, 1.164, 2.807], [-1.726, 1.421, 0.002], [2.469, -0.059, -1.421], [-0.071, -0.053, 0.190], [-1.415, -2.408, -1.008], [3.578, -0.452, -2.303], [-1.155, 1.403, -1.403], [-1.488, 0.237, 2.317], [-0.779, 0.804, 1.044], [-0.124, 0.259, -1.272], [0.072, -0.757, 2.892], [4.397, -1.492, -0.116], [3.491, -1.842, 1.425], [-4.001, 2.660, 2.179], [-3.490, 2.721, -0.336], [-2.844, 1.197, 3.847], [-0.545, -3.043, -0.670], [-1.956, -2.056, -0.148], [-2.047, -3.069, -1.612], [3.766, -1.592, -2.426], [3.540, 0.035, -3.284], [4.464, -0.070, -1.804], [-2.000, 1.161, -2.036], [-0.792, 2.406, -1.703], [-2.043, -0.694, 2.072], [-0.101, 1.602, 1.501]],
  "nbo_charge": [-0.615, -0.570, -0.745, 0.200, 0.692, 0.677, -0.364, -0.233, -0.207, 0.048, -0.163, 0.035, -0.442, -0.453, -0.721, -0.416, -0.468, 0.061, -0.111, -0.047, 0.499, 0.200, 0.242, 0.208, 0.224, 0.230, 0.222, 0.233, 0.238, 0.210, 0.250, 0.204, 0.253, 0.255, 0.168, 0.208]
}

[2]
{
  "formula": "C14H16N2O4",
  "method": "ωB97M-V with the def2-TZVPD basis set",
  "homo_energy_ha": -0.30192,
  "total_charge": 0,
  "homo_lumo_gap_ev": 8.8,
  "multiplicity": 1,
  "e_lumo_ev": 0.54,
  "total_energy_ha": -953.12478,
  "symbols": ["C", "C", "O", "C", "C", "C", "C", "C", "C", "H", "H", "O", "C", "C", "C", "C", "C", "C", "O", "N", "H", "N", "H", "H", "O", "H", "H", "H", "H", "H", "H", "H", "H", "H", "H", "H"],
  "xyz": [[-5.220, -4.970, -0.350], [-4.824, -3.561, -0.584], [-3.893, -3.365, 0.390], [-3.227, -2.012, 0.491], [-2.405, -1.649, 1.519], [-1.524, -0.580, 1.761], [-1.647, 0.449, 0.958], [-2.672, 0.252, -0.391], [-3.336, -0.927, -0.517], [-4.097, -1.059, -1.216], [-2.665, 0.888, -1.086], [-1.051, 1.641, 0.660], [-0.080, 1.942, 1.587], [1.259, 1.026, 0.899], [1.600, -0.111, 0.766], [2.896, -0.191, 0.154], [2.934, 1.176, -0.208], [4.090, 1.686, -1.123], [4.897, 0.906, -1.766], [3.977, 2.910, -1.427], [3.191, 3.605, -1.096], [5.071, 3.629, -2.131], [5.790, 3.026, -2.182], [4.745, 3.711, -3.065], [2.012, 1.883, -0.112], [3.335, -1.094, -0.237], [1.119, -0.900, 1.444], [-0.063, 1.285, 2.480], [0.316, 2.871, 1.692], [-0.895, -0.567, 2.592], [-2.107, -2.701, 2.135], [-5.556, -2.681, -0.665], [-4.186, -3.448, -1.581], [-4.422, -5.496, -0.401], [-5.703, -4.932, 0.575], [-5.862, -5.331, -1.297]],
  "nbo_charge": [-0.587, -0.044, -0.524, 0.263, -0.204, -0.380, 0.356, -0.166, -0.252, 0.210, 0.184, -0.475, -0.055, 0.208, -0.316, -0.362, 0.311, 0.574, -0.672, -0.437, 0.419, -0.615, 0.366, 0.347, -0.425, 0.257, 0.245, 0.195, 0.210, 0.225, 0.213, 0.170, 0.140, 0.206, 0.216, 0.197]
}

[3]
{
  "formula": "C14H16N2O4S",
  "method": "ωB97M-V with the def2-TZVPD basis set",
  "homo_energy_ha": -0.31625,
  "total_charge": 0,
  "homo_lumo_gap_ev": 9.2,
  "multiplicity": 1,
  "e_lumo_ev": 0.57,
  "total_energy_ha": -1351.72258,
  "smiles": "CCOC(=O)CSc1nnc(COc2cccc(C)c2)o1",
  "symbols": ["C", "C", "H", "H", "O", "C", "O", "C", "H", "H", "S", "C", "N", "N", "C", "O", "C", "O", "C", "C", "C", "C", "C", "C", "H", "C", "H", "H", "H", "H", "H", "H", "H", "H", "H", "H", "H"],
  "xyz": [[-2.340, -5.880, -0.631], [-1.896, -5.247, 0.679], [-1.784, -5.997, 1.464], [-2.609, -4.479, 0.993], [-0.599, -4.652, 0.556], [-0.538, -3.425, 0.055], [-1.481, -2.775, -0.308], [0.892, -2.921, 0.057], [1.600, -3.746, 0.041], [1.070, -2.219, -0.756], [1.168, -2.063, 1.656], [0.067, -0.746, 1.436], [-0.546, -0.078, 2.361], [-1.271, 0.864, 1.729], [-1.073, 0.721, 0.460], [-0.213, -0.287, 0.198], [-1.691, 1.497, -0.652], [-0.748, 1.990, -1.568], [0.144, 2.948, -1.151], [0.178, 3.509, 0.117], [1.137, 4.470, 0.402], [2.048, 4.872, -0.554], [2.018, 4.315, -1.830], [1.064, 3.355, -2.116], [1.009, 2.900, -3.093], [3.001, 4.757, -2.871], [2.901, 4.169, -3.779], [2.840, 5.806, -3.117], [4.020, 4.657, -2.498], [2.789, 5.620, -0.316], [1.165, 4.904, 1.390], [-0.516, 3.212, 0.887], [-2.304, 2.294, -0.215], [-2.328, 0.825, -1.237], [-1.608, -6.610, -0.965], [-2.452, -5.115, -1.396], [-3.296, -6.375, -0.488]],
  "nbo_charge": [-0.634, -0.076, 0.193, 0.202, -0.502, 0.782, -0.597, -0.617, 0.255, 0.255, 0.320, 0.274, -0.296, -0.284, 0.429, -0.408, -0.122, -0.483, 0.297, -0.285, -0.188, -0.249, 0.022, -0.269, 0.219, -0.630, 0.214, 0.221, 0.219, 0.209, 0.215, 0.225, 0.212, 0.226, 0.211, 0.223, 0.220]
}

[4]
{
  "formula": "C14H16N2O4S2",
  "method": "ωB97M-V with the def2-TZVPD basis set",
  "homo_energy_ha": -0.30465,
  "total_charge": 0,
  "homo_lumo_gap_ev": 8.0,
  "multiplicity": 1,
  "e_lumo_ev": -0.28,
  "total_energy_ha": -1749.78721,
  "smiles": "C=C(S(=O)(=O)c1ccccc1)S(=O)(=O)c1ccccc1.NN",
  "symbols": ["C", "C", "C", "C", "S", "C", "C", "S", "C", "C", "C", "C", "C", "C", "O", "O", "O", "O", "C", "C", "H", "H", "H", "H", "H", "H", "H", "H", "H", "H", "H", "H", "N", "N", "H", "H", "H", "H"],
  "xyz": [[0.600, 3.112, -2.518], [-0.452, 2.587, -3.275], [-1.437, 1.809, -2.662], [-1.358, 1.568, -1.293], [-2.583, 0.519, -0.475], [-1.599, -0.887, 0.119], [-1.469, -1.091, 1.442], [-0.815, -1.873, -1.143], [0.932, -1.841, -0.721], [1.752, -0.845, -1.255], [3.054, -0.698, -0.775], [3.554, -1.592, 0.176], [2.752, -2.637, 0.647], [1.440, -2.770, 0.191], [-1.268, -3.239, -1.059], [-0.932, -1.120, -2.373], [-3.052, 1.230, 0.698], [-3.500, 0.054, -1.480], [-0.339, 2.119, -0.521], [0.663, 2.867, -1.143], [1.373, 3.716, -2.999], [-0.514, 2.774, -4.350], [-2.256, 1.386, -3.241], [-0.703, -1.760, 1.831], [-2.190, -0.604, 2.084], [1.361, -0.178, -2.024], [3.670, 0.123, -1.146], [4.572, -1.476, 0.552], [3.136, -3.349, 1.379], [0.802, -3.580, 0.542], [-0.326, 1.948, 0.556], [1.484, 3.262, -0.542], [-0.949, 0.184, 3.456], [-1.134, 0.008, 4.858], [-1.368, 1.059, 3.145], [0.033, 0.135, 3.213], [-2.137, 0.006, 5.026], [-0.800, -0.926, 5.083]],
  "nbo_charge": [-0.193, -0.212, -0.191, -0.224, 2.162, -0.662, -0.231, 2.164, -0.250, -0.215, -0.203, -0.194, -0.217, -0.227, -0.908, -0.938, -0.941, -0.911, -0.222, -0.223, 0.221, 0.225, 0.255, 0.218, 0.265, 0.250, 0.222, 0.221, 0.223, 0.241, 0.225, 0.221, -0.697, -0.664, 0.366, 0.354, 0.347, 0.342]
}

[5]
{
  "formula": "C14H16N2S2",
  "method": "ωB97M-V with the def2-TZVPD basis set",
  "homo_energy_ha": -0.22950,
  "total_charge": 0,
  "homo_lumo_gap_ev": 4.2,
  "multiplicity": 1,
  "e_lumo_ev": -2.00,
  "total_energy_ha": -1448.87555,
  "symbols": ["C", "C", "C", "C", "C", "S", "C", "C", "C", "S", "C", "C", "H", "H", "H", "H", "H", "H", "H", "H", "H", "H", "H", "C", "C", "C", "N", "C", "N", "H", "H", "H", "H", "H"],
  "xyz": [[-4.466, -0.154, -1.676], [-3.773, 1.052, -1.505], [-2.389, 1.051, -1.337], [-1.664, -0.155, -1.417], [-0.196, -0.145, -1.486], [0.576, -1.642, -1.746], [2.306, -1.390, -1.214], [2.968, -0.164, -1.816], [2.339, 1.111, -1.283], [0.570, 1.360, -1.682], [-2.376, -1.368, -1.508], [-3.758, -1.363, -1.676], [-5.551, -0.154, -1.786], [-4.318, 1.997, -1.500], [-1.864, 1.986, -1.146], [2.328, -1.384, -0.118], [2.785, -2.306, -1.591], [4.028, -0.171, -1.536], [2.898, -0.193, -2.906], [2.446, 1.208, -0.195], [2.793, 1.983, -1.781], [-1.839, -2.314, -1.447], [-4.291, -2.307, -1.799], [1.106, 1.057, 4.616], [0.949, 0.356, 3.327], [0.895, 0.921, 2.005], [0.831, -0.092, 1.118], [0.775, -1.246, 1.852], [0.862, -0.998, 3.202], [1.041, 2.140, 4.465], [0.320, 0.752, 5.321], [2.082, 0.832, 5.072], [0.905, 1.973, 1.763], [0.681, -2.233, 1.411]],
  "nbo_charge": [-0.153, -0.217, -0.149, -0.084, -0.195, 0.428, -0.523, -0.429, -0.518, 0.449, -0.151, -0.217, 0.225, 0.227, 0.233, 0.290, 0.234, 0.237, 0.215, 0.280, 0.234, 0.231, 0.227, -0.629, 0.066, -0.188, -0.617, 0.052, -0.518, 0.202, 0.212, 0.207, 0.176, 0.163]
}

[6]
{
  "formula": "C14H16N4O4",
  "method": "ωB97M-V with the def2-TZVPD basis set",
  "homo_energy_ha": -0.31362,
  "total_charge": 0,
  "homo_lumo_gap_ev": 7.1,
  "multiplicity": 1,
  "e_lumo_ev": -1.48,
  "total_energy_ha": -1062.54797,
  "symbols": ["O", "C", "O", "H", "C", "H", "H", "C", "H", "H", "C", "N", "C", "O", "C", "H", "C", "N", "N", "N", "C", "C", "C", "C", "C", "C", "C", "O", "H", "H", "H", "H", "H", "H", "H", "H", "H", "H"],
  "xyz": [[-0.210, -0.882, 1.480], [-0.460, -1.857, 0.757], [-1.681, -2.263, 0.851], [-2.317, -1.872, 1.480], [0.242, -2.783, -0.390], [-0.316, -3.661, -0.337], [0.069, -2.177, -1.013], [1.668, -2.754, 0.048], [1.714, -2.801, 1.163], [2.089, -3.766, -0.244], [2.541, -1.468, -0.329], [2.225, -0.311, 0.207], [3.149, 0.479, 0.025], [4.186, 0.715, -0.454], [2.578, 1.925, 0.641], [1.953, 1.700, 1.803], [1.730, 2.500, -0.196], [0.419, 1.889, -0.391], [0.600, 1.114, -1.473], [-0.517, 0.344, -1.569], [-1.727, 0.456, -1.114], [-2.890, -0.253, -1.206], [-3.968, -0.082, -0.632], [-4.154, 0.803, 0.502], [-3.029, 1.728, 0.428], [-1.731, 1.442, -0.014], [-0.642, 2.055, 0.326], [-0.564, 3.262, 1.146], [-3.179, 2.264, 1.562], [-4.999, 0.816, 0.917], [-4.796, -0.707, -0.996], [-2.684, -1.103, -2.274], [2.245, 2.780, -1.184], [1.405, 3.526, 0.104], [3.398, 2.525, 1.010], [1.509, -0.138, 0.872], [2.496, -1.540, -1.602], [3.648, -1.905, 0.097]],
  "nbo_charge": [-0.663, 0.814, -0.693, 0.510, -0.425, 0.238, 0.204, -0.417, 0.204, 0.229, -0.190, -0.684, 0.733, -0.580, -0.485, 0.162, -0.281, -0.147, 0.094, -0.290, 0.167, -0.165, -0.226, -0.129, -0.124, -0.151, 0.522, -0.713, 0.239, 0.194, 0.227, 0.201, 0.235, 0.264, 0.251, 0.466, 0.198, 0.209]
}

[7]
{
  "formula": "C14H16O",
  "method": "ωB97M-V with the def2-TZVPD basis set",
  "homo_energy_ha": -0.31418,
  "total_charge": 0,
  "homo_lumo_gap_ev": 9.3,
  "multiplicity": 1,
  "e_lumo_ev": 0.80,
  "total_energy_ha": -618.27457,
  "smiles": "Cc1ccc(O)cc1.Cc1ccccc1",
  "symbols": ["C", "C", "C", "C", "C", "C", "C", "H", "H", "H", "H", "H", "H", "H", "H", "C", "C", "C", "C", "C", "C", "C", "O", "H", "H", "H", "H", "H", "H", "H", "H"],
  "xyz": [[-2.176, -0.828, 3.190], [-1.626, 0.557, -0.306], [-1.286, -0.018, 0.923], [-2.941, 0.763, -0.737], [-2.349, -0.319, 1.800], [-3.982, 0.448, 0.134], [-3.653, 0.032, 1.404], [-0.779, 0.613, -0.988], [-0.235, -0.096, 1.207], [-3.073, 1.291, -1.671], [-5.012, 0.518, -0.175], [-1.274, -1.511, 3.109], [-2.944, -1.497, 3.599], [-4.417, -0.164, 2.192], [-1.952, -0.119, 3.975], [2.087, -1.946, 0.241], [1.423, -0.545, -1.732], [2.337, -0.855, -0.724], [1.624, 0.657, -2.442], [2.632, 1.507, -2.066], [3.400, -0.002, -0.425], [3.559, 1.219, -1.058], [2.837, 2.752, -2.653], [0.572, -1.203, -1.891], [0.953, 0.745, -3.285], [1.290, -2.657, -0.034], [1.720, -1.641, 1.217], [4.139, -0.180, 0.353], [1.973, 3.081, -2.918], [4.238, 2.029, -0.845], [2.918, -2.631, 0.607]],
  "nbo_charge": [-0.642, -0.210, -0.223, -0.231, -0.007, -0.195, -0.218, 0.215, 0.217, 0.214, 0.214, 0.212, 0.221, 0.206, 0.225, -0.638, -0.176, -0.076, -0.312, 0.293, -0.179, -0.248, -0.684, 0.222, 0.223, 0.217, 0.215, 0.214, 0.477, 0.233, 0.222]
}

What did the fourth record say?
{
  "formula": "C14H16N2O4S2",
  "method": "ωB97M-V with the def2-TZVPD basis set",
  "homo_energy_ha": -0.30465,
  "total_charge": 0,
  "homo_lumo_gap_ev": 8.0,
  "multiplicity": 1,
  "e_lumo_ev": -0.28,
  "total_energy_ha": -1749.78721,
  "smiles": "C=C(S(=O)(=O)c1ccccc1)S(=O)(=O)c1ccccc1.NN",
  "symbols": ["C", "C", "C", "C", "S", "C", "C", "S", "C", "C", "C", "C", "C", "C", "O", "O", "O", "O", "C", "C", "H", "H", "H", "H", "H", "H", "H", "H", "H", "H", "H", "H", "N", "N", "H", "H", "H", "H"],
  "xyz": [[0.600, 3.112, -2.518], [-0.452, 2.587, -3.275], [-1.437, 1.809, -2.662], [-1.358, 1.568, -1.293], [-2.583, 0.519, -0.475], [-1.599, -0.887, 0.119], [-1.469, -1.091, 1.442], [-0.815, -1.873, -1.143], [0.932, -1.841, -0.721], [1.752, -0.845, -1.255], [3.054, -0.698, -0.775], [3.554, -1.592, 0.176], [2.752, -2.637, 0.647], [1.440, -2.770, 0.191], [-1.268, -3.239, -1.059], [-0.932, -1.120, -2.373], [-3.052, 1.230, 0.698], [-3.500, 0.054, -1.480], [-0.339, 2.119, -0.521], [0.663, 2.867, -1.143], [1.373, 3.716, -2.999], [-0.514, 2.774, -4.350], [-2.256, 1.386, -3.241], [-0.703, -1.760, 1.831], [-2.190, -0.604, 2.084], [1.361, -0.178, -2.024], [3.670, 0.123, -1.146], [4.572, -1.476, 0.552], [3.136, -3.349, 1.379], [0.802, -3.580, 0.542], [-0.326, 1.948, 0.556], [1.484, 3.262, -0.542], [-0.949, 0.184, 3.456], [-1.134, 0.008, 4.858], [-1.368, 1.059, 3.145], [0.033, 0.135, 3.213], [-2.137, 0.006, 5.026], [-0.800, -0.926, 5.083]],
  "nbo_charge": [-0.193, -0.212, -0.191, -0.224, 2.162, -0.662, -0.231, 2.164, -0.250, -0.215, -0.203, -0.194, -0.217, -0.227, -0.908, -0.938, -0.941, -0.911, -0.222, -0.223, 0.221, 0.225, 0.255, 0.218, 0.265, 0.250, 0.222, 0.221, 0.223, 0.241, 0.225, 0.221, -0.697, -0.664, 0.366, 0.354, 0.347, 0.342]
}

> Number 2 is which compound?

C14H16N2O4